{
  "formula": "C25H28F6FeN3O3",
  "method": "ωB97M-V/def2-TZVPD",
  "homo_lumo_gap_ev": [8.05, 7.89],
  "e_homo_ev": [-7.802, -7.781],
  "largest_force_ev_per_a": 0.5,
  "e_above_lowest_ev": 0.0000,
  "multiplicity": 2,
  "symbols": ["Fe", "C", "N", "C", "C", "C", "N", "C", "C", "C", "C", "C", "C", "C", "O", "C", "C", "C", "N", "C", "C", "C", "C", "C", "C", "C", "O", "H", "H", "H", "H", "H", "H", "H", "H", "H", "H", "H", "H", "H", "H", "H", "H", "H", "H", "H", "H", "H", "H", "H", "H", "H", "C", "C", "O", "C", "F", "F", "F", "C", "F", "F", "F", "H", "H", "H"],
  "xyz": [[-0.0139, -0.3617, -0.1742], [0.5566, -3.2908, -1.2950], [-0.4559, -2.2252, -1.2452], [-0.8161, -1.7939, -2.6163], [0.3518, -1.3136, -3.4717], [1.3967, -0.4833, -2.7337], [0.8100, 0.4272, -1.7562], [0.9806, 1.6871, -1.9050], [0.6107, 2.7046, -0.9603], [0.6768, 4.0483, -1.3686], [0.4140, 5.0764, -0.4990], [0.1058, 4.7642, 0.8334], [0.0618, 3.4629, 1.2680], [0.3067, 2.3891, 0.3836], [0.2448, 1.1778, 0.8556], [-1.6862, -2.7873, -0.6376], [-1.5185, -3.3849, 0.7588], [-0.7501, -2.4852, 1.7383], [-1.0057, -1.1044, 1.3709], [-1.9028, -0.4324, 1.9866], [-2.5200, 0.7604, 1.4659], [-3.3585, 1.5206, 2.2929], [-4.0726, 2.5870, 1.7993], [-3.9833, 2.8785, 0.4331], [-3.1927, 2.1269, -0.4059], [-2.4185, 1.0608, 0.0881], [-1.6731, 0.3712, -0.7426], [0.1517, -4.1538, -1.8395], [0.8349, -3.5925, -0.2932], [1.4627, -2.9554, -1.7853], [-1.5350, -0.9841, -2.5012], [-1.3239, -2.6195, -3.1323], [-0.0858, -0.7253, -4.2819], [0.8704, -2.1518, -3.9429], [2.0128, 0.0676, -3.4497], [2.0659, -1.1224, -2.1629], [1.4686, 2.0295, -2.8200], [0.9409, 4.2607, -2.3991], [0.4538, 6.1053, -0.8280], [-0.0997, 5.5637, 1.5349], [-0.1787, 3.2187, 2.2946], [-2.0795, -3.5669, -1.3030], [-2.4185, -1.9806, -0.6108], [-1.0314, -4.3602, 0.7134], [-2.5310, -3.5590, 1.1321], [0.3150, -2.6651, 1.6456], [-1.0577, -2.6847, 2.7690], [-2.3075, -0.8364, 2.9186], [-3.4310, 1.2534, 3.3419], [-4.7007, 3.1807, 2.4487], [-4.5449, 3.7104, 0.0259], [-3.1178, 2.3543, -1.4616], [2.2463, -0.3200, 2.4566], [2.6594, -0.8620, 1.0867], [1.6308, -1.1900, 0.2437], [3.5793, 0.1884, 0.4071], [3.0053, 1.4023, 0.4240], [3.8253, -0.1061, -0.8806], [4.7723, 0.3066, 1.0212], [3.4684, -2.1714, 1.2977], [4.0035, -2.6352, 0.1572], [4.4633, -2.0523, 2.1904], [2.6559, -3.1442, 1.7682], [1.5748, 0.5218, 2.3057], [3.1114, -0.0054, 3.0390], [1.7219, -1.0995, 3.0068]]
}

{
  "formula": "C4H5IN2O2",
  "method": "ωB97M-V/def2-TZVPD",
  "homo_lumo_gap_ev": 7.83,
  "e_homo_ev": -7.831,
  "largest_force_ev_per_a": 5.4,
  "e_above_lowest_ev": 4.9551,
  "symbols": ["C", "C", "C", "C", "N", "N", "O", "O", "I", "H", "H", "H", "H", "H"],
  "xyz": [[-0.7776, 3.3502, 0.6982], [0.2821, 1.9455, -1.0099], [-0.3937, 0.0836, 0.4132], [-0.2521, -1.4321, 0.3596], [-0.7496, 2.4919, -0.1293], [0.1869, 0.6105, -0.8460], [-0.7347, 4.0879, 1.5794], [0.9166, 2.6478, -1.7215], [-2.7037, 0.2598, 0.2972], [-0.6990, -1.9353, -0.4110], [-0.6003, -1.9536, 1.3008], [0.7682, -1.7844, 0.3012], [-1.9921, 1.5310, 0.0221], [0.8904, 0.0630, -1.2695]]
}

{
  "formula": "C14H36ClNO12S2",
  "method": "ωB97M-V/def2-TZVPD",
  "charge": -1,
  "homo_lumo_gap_ev": [3.35, 9.38],
  "e_homo_ev": [-1.046, -7.070],
  "largest_force_ev_per_a": 3.1,
  "multiplicity": 2,
  "symbols": ["C", "C", "C", "O", "C", "N", "H", "H", "H", "H", "H", "H", "H", "H", "H", "H", "H", "H", "Cl", "O", "O", "O", "O", "C", "C", "C", "O", "C", "H", "H", "H", "H", "H", "H", "H", "H", "O", "S", "O", "O", "C", "C", "C", "H", "H", "H", "H", "H", "H", "H", "H", "O", "S", "O", "O", "C", "C", "C", "H", "H", "H", "H", "H", "H", "H", "H"],
  "xyz": [[3.2736, 0.7122, 4.2773], [2.1787, 1.7237, 3.8601], [1.2266, 1.2364, 2.7062], [0.3418, 2.2159, 2.3622], [-0.5066, 1.8215, 1.3189], [1.3488, 1.9601, 5.1040], [0.9722, 1.1430, 5.5630], [1.7090, 2.4670, 5.8999], [0.5494, 2.4854, 4.7799], [2.8801, -0.1364, 4.8368], [3.9268, 1.2291, 4.9803], [3.9056, 0.4472, 3.4297], [2.6029, 2.6618, 3.5022], [0.6874, 0.3128, 2.9164], [1.9119, 1.0119, 1.8888], [-1.1711, 2.6433, 1.0520], [-1.0218, 0.8670, 1.4266], [0.1057, 1.6215, 0.4396], [1.4026, -1.9158, 0.6096], [2.4326, -1.8403, 1.5900], [0.1123, -1.9101, 1.1874], [1.4816, -0.8240, -0.3084], [1.5449, -3.0933, -0.1439], [-1.7943, -0.4052, -3.4068], [-1.8942, 0.1142, -1.9912], [-1.7223, 1.5734, -2.1374], [-1.8484, 1.9033, -3.5010], [-1.4251, 0.8684, -4.3204], [-2.7636, -0.8481, -3.6356], [-1.0127, -1.1602, -3.4923], [-1.1366, -0.3429, -1.3545], [-2.8815, -0.0885, -1.5763], [-0.7517, 1.8647, -1.7358], [-2.4781, 2.0783, -1.5358], [-0.3529, 0.9625, -4.4926], [-1.8309, 0.8255, -5.3312], [6.0373, 3.2321, 0.0491], [4.7103, 2.6404, 0.2363], [3.7840, 3.0528, 1.2694], [3.9727, 2.8632, -1.2308], [2.6239, 2.4328, -1.3324], [2.3653, 1.6796, -2.7132], [4.9449, 0.7473, 0.3074], [1.9969, 3.3144, -1.1990], [2.3908, 1.7576, -0.5091], [2.8760, 0.7171, -2.6815], [2.6812, 2.3680, -3.4970], [1.3286, 1.4517, -2.9612], [5.7130, 0.6281, 1.0716], [5.2310, 0.2948, -0.6420], [3.9775, 0.3868, 0.6570], [-3.7617, -3.2118, 1.5760], [-3.5365, -4.2355, 0.5349], [-3.5915, -5.6690, 0.8772], [-4.7030, -4.0476, -0.6776], [-5.1911, -2.7791, -1.0359], [-6.4856, -2.8774, -1.9290], [-1.9910, -3.9880, -0.5907], [-4.4275, -2.1740, -1.5247], [-5.4929, -2.2025, -0.1615], [-7.2803, -3.3402, -1.3440], [-6.2896, -3.4837, -2.8134], [-6.8010, -1.8736, -2.2137], [-2.0059, -4.6876, -1.4264], [-1.1631, -4.2230, 0.0783], [-1.9160, -2.9590, -0.9421]]
}

{
  "formula": "CHClFO2S",
  "method": "ωB97M-V/def2-TZVPD",
  "charge": -1,
  "homo_lumo_gap_ev": 7.37,
  "e_homo_ev": -3.691,
  "largest_force_ev_per_a": 4.8,
  "e_above_lowest_ev": 1.2309,
  "symbols": ["C", "O", "O", "F", "S", "Cl", "H"],
  "xyz": [[0.8948, -0.9380, -0.5653], [2.8571, 0.1064, 1.3604], [2.1952, 1.5481, -0.4992], [1.0825, -1.7547, -1.7710], [2.6372, 0.2028, -0.1005], [0.2120, -1.9560, 0.6325], [-0.0311, 0.0003, -0.9530]]
}

{
  "formula": "C6H9N2O3",
  "method": "ωB97M-V/def2-TZVPD",
  "charge": -1,
  "homo_lumo_gap_ev": 6.94,
  "e_homo_ev": -3.339,
  "largest_force_ev_per_a": 3.9,
  "e_above_lowest_ev": 2.8398,
  "symbols": ["C", "C", "C", "C", "C", "C", "N", "N", "O", "O", "O", "H", "H", "H", "H", "H", "H", "H", "H", "H"],
  "xyz": [[0.0164, 0.2559, 1.9169], [0.5788, 2.0458, 0.2866], [0.7567, -1.4977, -0.4045], [0.0584, 0.2855, -2.0532], [0.2821, 0.6969, 0.4440], [-0.0974, -0.3231, -0.6883], [0.7754, 0.0947, 2.7849], [-1.5282, -0.6932, -0.4332], [0.3740, 3.1813, -0.0581], [1.6793, 1.2270, 0.4605], [-1.5950, 0.1854, 2.1876], [0.5994, -1.9590, 0.6858], [1.7814, -1.0657, -0.3405], [0.9054, -2.3644, -1.1786], [-0.7707, 0.9836, -2.2424], [0.1274, -0.5472, -2.7874], [1.0137, 0.8005, -2.0687], [-1.4733, -1.3961, 0.3884], [-1.9145, 0.1575, -0.0043], [-1.5693, -0.0678, 3.1046]]
}

{
  "formula": "C3H4O2",
  "method": "ωB97M-V/def2-TZVPD",
  "homo_lumo_gap_ev": 9.53,
  "smiles": "CC(=O)C=O",
  "e_homo_ev": -10.017,
  "largest_force_ev_per_a": 0.7,
  "e_above_lowest_ev": 0.8527,
  "symbols": ["C", "C", "O", "C", "O", "H", "H", "H", "H"],
  "xyz": [[1.1253, -0.3867, 0.2244], [-0.0952, 0.4770, 0.1272], [-0.0677, 1.5935, 0.6011], [-1.4389, 0.0516, -0.4628], [-1.7830, -1.0863, -0.6523], [1.5577, 0.0272, 1.1359], [1.8320, -0.1397, -0.5752], [0.9595, -1.4694, 0.2337], [-2.0896, 0.9329, -0.6321]]
}

{
  "formula": "C4H13N3",
  "method": "ωB97M-V/def2-TZVPD",
  "homo_lumo_gap_ev": 9.38,
  "smiles": "NCCNCCN",
  "e_homo_ev": -8.395,
  "largest_force_ev_per_a": 0.9,
  "e_above_lowest_ev": 0.9174,
  "symbols": ["N", "C", "C", "N", "C", "C", "N", "H", "H", "H", "H", "H", "H", "H", "H", "H", "H", "H", "H", "H"],
  "xyz": [[0.7522, 2.3502, -0.1383], [-0.6412, 1.8405, -0.3144], [-0.7291, 0.7192, -1.3483], [-0.6230, -0.6487, -0.8575], [0.6860, -1.0253, -0.3380], [0.5843, -2.0399, 0.7898], [-0.0093, -1.5208, 2.0158], [0.8727, 3.1688, -0.7226], [0.8435, 2.6341, 0.8238], [-1.3162, 2.6753, -0.5587], [-1.0475, 1.5451, 0.6467], [-1.6760, 0.7783, -1.8820], [0.0803, 0.8648, -2.0556], [-1.3434, -0.8548, -0.1730], [1.2498, -1.4334, -1.1761], [1.2058, -0.1586, 0.0800], [-0.0089, -2.8814, 0.4449], [1.5917, -2.3651, 0.9960], [-0.8347, -0.9630, 1.8617], [0.6781, -0.9893, 2.5303]]
}

{
  "formula": "C4H5NO3",
  "method": "ωB97M-V/def2-TZVPD",
  "homo_lumo_gap_ev": 9.91,
  "smiles": "Cc1cc(=O)on1O",
  "e_homo_ev": -9.684,
  "largest_force_ev_per_a": 6.2,
  "e_above_lowest_ev": 5.4340,
  "symbols": ["C", "C", "C", "C", "H", "H", "H", "H", "H", "N", "O", "O", "O"],
  "xyz": [[-1.4540, 0.7340, 0.1009], [-0.0478, 0.3285, -0.1945], [1.1253, 0.9435, -0.2607], [2.1738, -0.1742, -0.0427], [-1.6969, 1.9075, 0.2100], [-1.9640, 0.3694, 0.9122], [-2.0175, 0.2982, -0.6812], [1.2069, 2.1118, -0.1934], [-1.0965, -2.3198, 0.2026], [-0.0664, -0.9226, 0.2607], [3.3713, -0.3237, -0.0630], [1.3387, -1.2353, 0.1634], [-0.8729, -1.7173, -0.4143]]
}

Please write out number 2 again, unchanged.
{
  "formula": "C4H5IN2O2",
  "method": "ωB97M-V/def2-TZVPD",
  "homo_lumo_gap_ev": 7.83,
  "e_homo_ev": -7.831,
  "largest_force_ev_per_a": 5.4,
  "e_above_lowest_ev": 4.9551,
  "symbols": ["C", "C", "C", "C", "N", "N", "O", "O", "I", "H", "H", "H", "H", "H"],
  "xyz": [[-0.7776, 3.3502, 0.6982], [0.2821, 1.9455, -1.0099], [-0.3937, 0.0836, 0.4132], [-0.2521, -1.4321, 0.3596], [-0.7496, 2.4919, -0.1293], [0.1869, 0.6105, -0.8460], [-0.7347, 4.0879, 1.5794], [0.9166, 2.6478, -1.7215], [-2.7037, 0.2598, 0.2972], [-0.6990, -1.9353, -0.4110], [-0.6003, -1.9536, 1.3008], [0.7682, -1.7844, 0.3012], [-1.9921, 1.5310, 0.0221], [0.8904, 0.0630, -1.2695]]
}